(1)
DFT (ωB97M-V/def2-TZVPD) results for a molecular structure, C27H57Be2ClN3O7 in a non-equilibrium geometry.

Geometry as XYZ:
```
97
Properties=species:S:1:pos:R:3:forces:R:3:mulliken_charge:R:1
Be -0.7214 -1.8081 19.1456 1.4 -2.0 1.5 0.88
Be -5.9324 -4.1391 16.1460 -0.2 -2.4 0.1 0.97
Cl -2.5566 -4.6592 18.0629 0.1 0.3 0.2 1.68
O -1.2440 -4.1810 17.6648 0.4 0.2 -0.1 -0.63
O -2.9610 -3.7900 19.1458 -0.5 -0.1 0.1 -0.70
O -3.4770 -4.4938 16.9433 -0.9 0.4 -0.6 -0.61
O -2.5315 -6.0542 18.4121 0.2 0.8 0.2 -0.49
C 1.7144 -8.9741 16.2723 -0.4 0.0 0.2 -1.54
C 0.2668 -9.0902 16.8073 -0.5 -1.1 0.0 1.13
C -0.2948 -10.5024 16.6616 -0.7 -1.6 -0.8 -1.07
C 0.1896 -11.5360 17.6665 0.0 1.4 -0.1 -0.75
C -0.1382 -11.0557 19.0819 1.3 -1.9 0.3 -0.98
C 0.4684 -9.6754 19.4094 -1.1 -0.3 -0.9 1.40
N 0.1332 -8.8178 18.2507 0.4 1.2 -0.9 0.40
O 0.2710 -7.4516 18.4665 -0.4 -0.5 0.5 -0.06
C -0.2648 -9.0889 20.6136 0.5 0.7 0.7 -1.73
C 1.9951 -9.8446 19.5704 -0.3 0.0 -0.2 -1.47
C -0.6229 -8.1384 15.9695 -0.2 0.4 0.8 -1.50
H 2.3729 -9.7782 16.5909 -0.1 0.0 0.0 0.34
H 2.1415 -8.0147 16.5597 0.0 0.0 -0.2 0.33
H 1.5579 -9.0372 15.1975 0.5 0.1 -0.1 0.49
H -1.3898 -10.5099 16.7249 0.0 0.5 0.4 0.36
H -0.1869 -10.9621 15.6737 0.6 0.7 -0.3 0.47
H 1.2759 -11.6176 17.5952 0.0 -0.3 -0.1 0.29
H -0.2475 -12.4991 17.4144 0.0 -0.1 0.3 0.46
H 0.4253 -11.8074 19.6473 -0.1 0.4 0.7 0.36
H -1.1565 -11.2454 19.4198 -0.3 0.7 -0.4 0.39
H -0.0207 -9.6000 21.5453 -0.1 -0.5 -0.2 0.46
H 0.0200 -8.0596 20.8499 0.2 0.0 -0.3 0.16
H -1.3462 -9.0779 20.4780 0.0 -0.3 -0.1 0.42
H 2.0933 -10.6118 20.3371 0.4 0.4 0.3 0.45
H 2.4465 -10.2495 18.6681 -0.1 -0.1 0.0 0.35
H 2.5157 -8.9096 19.7683 -0.1 0.0 0.4 0.30
H -1.6723 -8.3873 16.1368 0.0 0.1 0.1 0.09
H -0.4452 -8.1905 14.8980 0.3 -0.4 0.1 0.48
H -0.4681 -7.1015 16.2640 0.0 0.0 -0.1 0.37
H -0.6196 -7.2368 18.8010 0.2 0.6 0.1 0.21
C -8.7282 -4.7790 14.6735 -1.2 -0.1 1.5 -1.82
C -8.4748 -6.2921 14.9505 -0.3 1.9 -2.8 0.89
C -8.1227 -6.8129 13.5310 0.7 -1.7 1.7 -1.00
C -7.4027 -8.1532 13.6584 0.4 -0.2 -0.7 -0.86
C -6.1625 -8.0912 14.5597 -1.6 0.2 -1.1 -1.28
C -6.4759 -7.5544 15.9607 1.7 -0.3 -0.5 1.67
N -7.3016 -6.3279 15.8182 1.8 0.1 -0.1 1.04
O -7.4607 -5.7835 17.1105 -0.8 0.4 0.3 -0.27
C -7.1185 -8.6514 16.8272 -0.5 -0.8 -0.8 -1.29
C -5.0801 -7.1303 16.4686 -0.3 -0.2 0.4 -2.32
C -9.7732 -6.9224 15.4729 0.9 0.1 1.9 -1.41
H -7.8421 -4.2272 14.3417 0.4 -0.2 0.1 0.27
H -9.4967 -4.5812 13.9268 0.0 -0.3 -0.1 0.43
H -9.1404 -4.4003 15.6155 0.2 0.6 -0.1 0.43
H -9.0640 -7.0023 13.0228 0.1 0.5 -0.3 0.45
H -7.4528 -6.1274 13.0139 -0.3 0.2 -0.1 0.33
H -8.0342 -8.9877 13.9683 -0.3 0.2 -0.1 0.35
H -7.0432 -8.3747 12.6508 -0.1 -0.4 0.1 0.43
H -5.4844 -7.4382 14.0049 0.4 0.0 0.5 0.39
H -5.7817 -9.1106 14.5974 0.4 0.2 0.3 0.52
H -7.7647 -8.3138 17.6355 0.2 0.0 0.1 0.24
H -6.4240 -9.4078 17.1948 0.5 0.7 0.4 0.44
H -7.6985 -9.3081 16.1718 -0.5 0.4 0.0 0.38
H -4.9709 -6.9486 17.5373 -0.3 0.3 0.0 0.42
H -4.7815 -6.2670 15.8579 0.1 0.2 0.2 0.27
H -4.3513 -7.9072 16.2351 -0.1 -0.1 -0.1 0.29
H -10.5688 -7.0212 14.7435 0.1 0.3 -0.1 0.38
H -9.6074 -7.8880 15.9539 0.1 -0.2 -0.4 0.33
H -10.0620 -6.2805 16.3117 -0.7 0.0 -0.2 0.46
H -8.0811 -6.3799 17.5664 0.0 0.3 0.5 0.37
C 1.7987 -0.5054 19.9230 0.3 -0.8 -1.7 -2.34
C 1.7246 -1.5300 21.0527 -0.1 2.1 -0.5 1.67
C 1.0649 -0.7354 22.1790 -0.3 -0.3 1.6 -1.14
C 0.7851 -1.5923 23.3871 -0.8 -0.1 1.0 -0.71
C -0.2198 -2.6751 22.9780 1.1 0.5 0.9 -1.23
C 0.2974 -3.5244 21.8141 -1.7 -0.7 0.1 1.45
N 0.8377 -2.6433 20.7214 -2.8 1.1 -0.7 0.88
O 1.1408 -3.3310 19.5415 0.9 -0.3 0.2 -0.08
C 1.2443 -4.6186 22.3144 1.3 -0.3 -0.3 -1.70
C -0.9066 -4.2783 21.2521 -0.4 -0.6 -0.6 -2.12
C 3.1286 -1.9493 21.4572 1.2 -1.3 1.3 -1.49
H 2.1069 -0.9440 18.9670 0.6 0.0 0.2 0.53
H 2.4831 0.3018 20.1774 0.1 -0.1 0.0 0.50
H 0.8766 0.0297 19.6219 -0.7 -0.2 0.7 0.41
H 1.6233 0.1410 22.5091 0.5 -0.1 -0.6 0.41
H 0.0720 -0.3473 21.9262 0.1 0.0 -0.7 0.23
H 0.3205 -0.9864 24.1705 -0.2 0.2 -0.2 0.46
H 1.6236 -1.9919 23.9636 0.4 -0.2 -0.7 0.32
H -1.1835 -2.1925 22.8063 0.0 -0.1 -0.5 0.34
H -0.3518 -3.3223 23.8456 -0.2 -0.2 -0.2 0.46
H 1.4635 -5.3780 21.5558 -0.1 0.2 -0.2 0.36
H 2.2124 -4.2752 22.6782 -0.1 0.2 0.1 0.36
H 0.8115 -5.2084 23.1206 -0.4 0.4 0.1 0.48
H -1.2429 -5.0309 21.9659 0.1 0.1 0.1 0.61
H -1.8086 -3.7086 21.0121 0.3 0.6 0.4 0.32
H -0.6939 -4.8152 20.3249 0.4 -0.1 0.1 0.29
H 3.1708 -1.8743 22.5463 0.3 0.6 -0.1 0.38
H 3.9826 -1.4463 21.0110 -0.4 0.6 -0.1 0.45
H 3.4507 -2.9970 21.4134 -0.7 -0.2 -0.8 0.29
H 1.9054 -3.8940 19.7685 0.1 -0.1 -0.5 0.42
```
Positions in Å, forces in eV/Å.

Output
* frontier orbital gap: 1.845 eV
* spin multiplicity: 1
* ΔE to the lowest compared entry with this formula, charge and spin: 0.0 kcal/mol
* charge: +3



(2)
DFT (ωB97M-V/def2-TZVPD) results for 2 unconnected molecules or ions with the total composition C2H7BrSi in a non-equilibrium geometry.

Geometry as XYZ:
```
11
Properties=species:S:1:pos:R:3:forces:R:3:nbo_charge:R:1
C -0.1565 -1.7619 0.0871 -2.9 4.4 -2.8 -0.48
C 1.1739 0.2199 -0.5197 -1.7 -0.4 4.3 -0.73
Si 0.1107 1.5929 0.1777 -0.9 0.3 -1.5 0.81
Br 2.8168 -0.0821 0.2940 0.9 -0.1 0.3 0.06
H 0.6345 -2.2440 -0.2570 3.2 -2.4 -1.7 0.16
H -0.2816 -1.8297 1.1006 -0.7 0.2 2.3 0.18
H -1.0281 -1.5726 -0.6465 1.5 -0.5 1.6 0.20
H 1.1329 -0.1848 -1.4383 -0.2 -0.9 -3.2 0.19
H -1.1716 1.3597 -0.7932 1.3 0.6 1.3 -0.15
H -0.3104 1.3754 1.6730 0.6 0.4 -1.4 -0.12
H 0.8495 3.0032 -0.1936 -1.1 -1.6 0.8 -0.13
```
Positions in Å, forces in eV/Å.

Output
* frontier orbital gap (alpha / beta): 8.407 / 8.406 eV
* spin multiplicity: 1
* ΔE to the lowest compared entry with this formula, charge and spin: 123.7 kcal/mol
* charge: 0



(3)
DFT (ωB97M-V/def2-TZVPD) results for 8 unconnected molecules or ions with the total composition C30H43FO24 in a non-equilibrium geometry.

Geometry as XYZ:
```
98
Properties=species:S:1:pos:R:3:forces:R:3:mulliken_charge:R:1
C 6.0426 -1.7791 -3.6225 -0.5 1.7 -0.3 -0.29
C 6.8443 -0.4822 -3.9901 -0.3 -1.7 0.4 -0.23
O 6.0858 0.0541 -5.1115 1.3 -0.2 0.3 -0.31
C 4.8399 -0.4468 -5.1173 -3.1 2.2 0.0 0.68
O 3.8748 0.0927 -5.7071 3.7 -2.6 1.8 -0.57
O 4.7397 -1.4465 -4.1935 0.1 -0.5 -0.4 -0.34
H 5.9565 -1.9547 -2.5502 -0.3 0.3 -0.1 0.28
H 6.4608 -2.6855 -4.0603 -0.2 0.2 -0.4 0.25
H 7.8568 -0.8475 -4.1614 0.0 0.5 -1.2 0.28
H 6.9838 0.2361 -3.1822 -0.8 0.2 -0.1 0.24
C 0.4114 -5.2735 7.1257 0.1 -0.3 -0.3 -1.36
C 1.9506 -5.4368 7.1913 -1.4 0.5 -1.7 0.60
C 2.8163 -4.9327 6.0207 0.0 -2.0 -1.7 -0.41
O 3.8372 -4.1668 6.5955 0.4 1.3 -0.4 -0.35
C 3.6356 -4.0989 7.9101 2.6 0.4 1.6 0.70
O 4.4034 -3.6891 8.7522 -0.9 0.1 -1.6 -0.57
O 2.5188 -4.6933 8.2023 -1.9 -0.5 3.0 -0.37
H 0.0595 -6.1103 6.5223 -0.2 -0.1 0.0 0.37
H -0.0594 -4.3954 6.6837 0.7 0.4 -0.1 0.35
H -0.0421 -5.3676 8.1124 0.3 -0.2 0.1 0.34
H 2.0695 -6.5128 7.3181 0.6 0.0 0.5 0.17
H 2.3029 -4.5022 5.1609 -0.2 0.9 0.5 0.32
H 3.3586 -5.7530 5.5505 -0.2 -0.4 0.0 0.23
C -2.5959 -5.9912 -5.9784 0.2 0.5 -1.2 -1.39
C -3.4597 -4.8704 -6.6337 -0.1 -0.8 0.5 0.41
C -4.9468 -4.8975 -6.2574 0.5 -0.4 -0.6 -0.41
O -5.2541 -3.5316 -5.9097 -0.6 -1.1 0.0 -0.32
C -4.1271 -2.8159 -5.8735 0.3 1.7 0.8 0.68
O -4.0649 -1.6395 -5.6005 -0.1 -1.7 -0.4 -0.56
O -3.0742 -3.6022 -6.1229 1.1 0.4 -0.3 -0.34
H -2.7622 -6.9802 -6.4052 -1.1 -0.1 0.3 0.40
H -2.6421 -5.9659 -4.8897 -0.2 -0.1 -0.1 0.34
H -1.5555 -5.9408 -6.2998 0.2 0.9 0.3 0.37
H -3.4170 -4.8612 -7.7228 0.6 0.0 0.0 0.25
H -5.0443 -5.6532 -5.4779 -0.7 0.6 0.5 0.29
H -5.5363 -5.1854 -7.1278 -0.2 0.1 0.3 0.29
C -10.1031 -2.9068 -0.0702 0.2 -1.0 -0.1 -1.36
C -9.0548 -1.8235 0.1905 -0.2 -1.4 -1.4 0.41
C -8.4406 -1.1711 -1.0710 -0.9 -1.4 -0.7 -0.38
O -9.1161 0.0631 -1.1846 0.7 0.6 0.2 -0.33
C -9.8503 0.2687 -0.0814 -0.5 0.6 -0.4 0.65
O -10.5242 1.2288 0.0961 -0.1 0.2 0.2 -0.53
O -9.7756 -0.7790 0.7367 -0.2 1.1 1.9 -0.36
H -10.9768 -2.5474 -0.6140 0.2 0.4 -0.2 0.32
H -10.5079 -3.3614 0.8340 0.2 0.4 0.4 0.35
H -9.7172 -3.7743 -0.6057 0.3 0.1 -0.3 0.38
H -8.2316 -2.1839 0.8074 -0.3 0.2 0.5 0.29
H -8.7732 -1.6886 -1.9708 0.6 -0.5 0.0 0.24
H -7.3526 -1.1473 -1.0093 -0.1 0.7 -0.1 0.31
C -0.3067 5.1152 -6.5352 0.3 0.4 0.0 -1.32
C 0.4061 6.3954 -6.1061 0.5 -0.1 -0.3 0.45
C 0.4524 6.8189 -4.6340 0.0 0.1 0.6 -0.36
O 1.8369 6.6720 -4.2342 -0.5 0.0 -0.1 -0.35
C 2.6211 6.3585 -5.3038 -0.3 0.1 0.7 0.69
O 3.8131 6.2120 -5.2150 -1.8 0.1 -0.8 -0.53
O 1.7999 6.2638 -6.3867 2.0 -0.5 -0.4 -0.38
H 0.0481 4.8702 -7.5363 0.1 0.0 0.0 0.35
H -1.3739 5.3078 -6.6446 -0.1 -0.2 0.4 0.36
H -0.0666 4.2686 -5.8920 -0.3 0.1 0.1 0.34
H 0.1078 7.1910 -6.7888 -0.4 0.2 0.4 0.26
H -0.1569 6.2259 -3.9520 0.1 -0.3 -0.2 0.26
H 0.1432 7.8510 -4.4685 0.2 0.1 -0.2 0.25
C 6.0976 4.8587 0.9624 -0.1 0.7 0.2 -1.36
C 6.5229 3.6308 1.7099 0.0 2.3 1.1 0.37
C 5.7659 3.5083 3.0320 1.5 0.3 0.1 -0.49
O 5.4883 2.1075 3.0336 -0.6 0.7 2.2 -0.33
C 5.6085 1.6344 1.8125 -0.3 -0.7 0.0 0.69
O 5.3399 0.5395 1.4736 -0.4 -1.4 -0.3 -0.56
O 6.0583 2.5694 1.0176 0.2 -1.4 -3.1 -0.34
H 5.0116 4.8444 1.0548 -0.1 0.3 -0.3 0.34
H 6.3341 4.8946 -0.1010 0.3 -0.2 0.2 0.34
H 6.4750 5.7541 1.4564 0.0 0.1 -0.1 0.36
H 7.5786 3.5182 1.9567 0.3 0.1 -0.5 0.36
H 4.9050 4.1726 3.1066 -0.4 -0.5 0.0 0.32
H 6.4937 3.7723 3.7993 -0.5 -0.3 0.5 0.31
C 0.0795 2.0254 0.3892 0.1 -0.1 -1.4 -1.43
C -0.9511 0.9501 -0.0600 0.9 1.8 2.0 0.50
C -0.3980 -0.3288 -0.5788 2.1 0.8 -1.0 -0.44
O -0.9754 -1.2841 0.2088 -0.2 -3.1 -0.5 -0.35
C -1.6839 -0.8224 1.2135 -1.5 -0.5 1.0 0.73
O -2.3532 -1.5516 1.9332 1.5 2.3 -1.0 -0.59
O -1.5203 0.5330 1.2121 -1.6 -0.6 0.3 -0.36
H 0.6353 1.8329 1.3069 -0.6 -0.4 0.2 0.35
H -0.4027 3.0020 0.4321 0.1 0.0 0.2 0.36
H 0.8834 2.0738 -0.3453 -0.1 0.2 -0.4 0.40
H -1.6924 1.3935 -0.7247 -0.3 -0.1 0.3 0.26
H 0.6823 -0.3325 -0.4341 0.2 -0.2 0.2 0.26
H -0.5110 -0.5188 -1.6461 -0.6 0.0 0.1 0.32
C -0.2275 3.0013 7.9618 -0.5 -0.5 0.7 -0.46
C 0.2940 1.6583 7.5189 0.8 -0.1 -0.2 0.28
O 1.1708 1.2228 8.6143 -1.8 1.1 -1.4 -0.26
C 1.5903 2.3898 9.1600 3.4 1.3 1.5 0.61
O 2.5831 2.5274 9.8584 -2.6 -0.7 -1.3 -0.53
O 0.8745 3.4713 8.7444 -0.5 -0.2 -0.3 -0.31
F 1.1285 1.8441 6.4193 -0.6 -0.3 0.5 -0.27
H -1.1198 2.9264 8.5834 0.1 -0.5 0.5 0.30
H -0.6369 3.6202 7.1634 1.2 0.4 -0.3 0.34
H -0.4967 0.9603 7.2436 0.5 -0.4 0.3 0.31
```
Positions in Å, forces in eV/Å.

Output
* frontier orbital gap: 10.779 eV
* spin multiplicity: 1
* ΔE to the lowest compared entry with this formula, charge and spin: 70.0 kcal/mol
* SMILES: O=C1OC[C@@H](F)O1.C[C@H]1COC(=O)O1.C[C@H]1COC(=O)O1.C[C@H]1COC(=O)O1.C[C@H]1COC(=O)O1.C[C@H]1COC(=O)O1.C[C@H]1COC(=O)O1.O=C1OCCO1
* charge: 0



(4)
DFT (ωB97M-V/def2-TZVPD) results for a molecular structure, C39H48N3O5S2TaTe.

Geometry as XYZ:
```
99
Properties=species:S:1:pos:R:3:forces:R:3:mulliken_charge:R:1
Ta 0.8592 -0.4509 -0.0362 0.5 -0.4 -0.3 1.16
C 5.1022 -0.8179 1.3498 0.1 0.1 0.0 -1.70
C 4.1441 -0.3665 0.2759 -0.4 -0.3 0.1 2.01
C 4.7789 -0.1829 -1.0797 0.1 0.2 0.0 -1.42
O 3.0415 -1.3916 0.1592 -0.4 0.3 -0.1 -0.52
C 3.3235 0.8425 0.7259 0.0 0.1 -0.1 -0.99
O 3.5324 1.5654 1.6268 0.2 0.3 0.0 -0.41
O 2.1476 0.9453 -0.0462 0.0 -0.7 -0.1 -0.03
H 5.6291 -1.7224 1.0410 0.0 0.0 0.0 0.49
H 4.5978 -0.9791 2.3037 0.0 0.0 0.0 0.42
H 5.8493 -0.0387 1.5022 0.0 0.0 0.0 0.43
H 5.2099 -1.1215 -1.4279 0.0 0.0 0.0 0.41
H 5.5908 0.5412 -0.9892 0.0 0.0 0.0 0.48
H 4.0698 0.2001 -1.8121 0.0 0.0 0.0 0.08
H 3.2997 -2.1790 0.6584 0.0 0.0 0.0 0.25
O 0.2821 -2.3835 0.1659 -0.1 0.0 -0.1 -0.48
S 0.4706 -3.5646 1.2208 0.0 0.1 0.0 0.31
C -1.2374 -4.1454 1.4957 0.0 0.0 0.0 -0.16
C -1.3007 -5.5769 0.9570 0.0 0.0 0.0 -0.94
C -0.3844 -5.6238 -0.2606 0.0 0.0 0.0 -0.52
C 0.9225 -4.9913 0.2039 0.0 0.0 0.0 -0.71
H -1.8441 -3.4521 0.9088 0.0 0.0 0.0 -0.12
H -1.4699 -4.0368 2.5540 0.0 0.0 0.0 0.62
H -2.3324 -5.8284 0.7149 0.0 0.0 0.0 0.40
H -0.9654 -6.2821 1.7187 0.0 0.0 0.0 0.38
H -0.8085 -5.0616 -1.0950 0.0 0.0 0.0 0.19
H -0.2051 -6.6425 -0.6017 0.0 0.0 0.0 0.50
H 1.6079 -4.6489 -0.5722 0.0 0.0 0.0 0.35
H 1.4712 -5.6437 0.8904 0.0 0.0 0.0 0.56
C -1.5952 1.4350 -5.0573 0.0 0.0 0.0 -0.64
C -2.3077 1.3454 -3.7252 0.0 0.0 0.1 -0.53
N -1.5063 0.5388 -2.7861 -0.1 0.0 0.0 0.31
C -0.4104 -0.1392 -3.0753 0.1 0.0 0.0 0.12
N 0.3592 -0.6388 -2.0204 0.0 0.1 0.1 0.61
C 1.2103 -1.7872 -2.4781 0.0 0.1 0.0 -0.30
C 2.0454 -1.3714 -3.6727 0.1 0.1 0.0 -0.43
C 1.1274 -1.0236 -4.8192 -0.1 0.0 0.0 -0.93
N -0.0873 -0.3524 -4.3374 0.0 0.0 -0.1 0.05
C -1.0384 0.0682 -5.3925 0.0 0.0 0.0 -0.78
H -0.7817 2.1615 -5.0123 0.0 0.0 0.0 0.20
H -2.2888 1.7632 -5.8295 0.0 0.0 0.0 0.45
H -3.2862 0.8754 -3.8304 0.0 0.0 0.0 0.49
H -2.4418 2.3313 -3.2788 0.0 0.0 0.0 0.26
H -1.8830 0.4274 -1.8589 0.0 0.1 0.0 -0.52
H 0.5612 -2.6402 -2.6930 0.0 0.0 0.0 0.44
H 1.8841 -2.0958 -1.6793 0.1 0.0 0.1 0.18
H 2.7193 -2.1755 -3.9667 0.0 0.0 0.0 0.45
H 2.6577 -0.5091 -3.4031 0.0 0.0 0.0 0.02
H 0.8099 -1.9175 -5.3592 0.0 0.0 0.0 0.39
H 1.6187 -0.3647 -5.5345 0.0 0.0 0.0 0.53
H -1.8305 -0.6805 -5.4678 0.0 0.0 0.0 0.29
H -0.4915 0.0750 -6.3319 0.0 0.0 0.0 0.46
Te -1.0070 1.7297 0.4816 0.0 0.1 0.2 0.65
C -2.9108 0.9350 0.0227 0.0 0.0 0.0 0.79
C -3.0884 -0.4328 -0.1845 -0.1 0.1 0.0 0.44
C -4.3640 -0.9305 -0.4104 0.0 0.0 0.0 -1.05
C -5.4544 -0.0691 -0.4224 0.0 0.0 0.0 -0.98
C -5.2713 1.2910 -0.2137 0.0 0.0 0.0 -0.86
C -3.9987 1.8008 0.0163 0.0 0.0 0.0 -1.05
C -0.7130 3.1512 -1.0426 0.0 0.0 -0.1 0.82
C -1.5125 4.2871 -0.9672 0.0 0.0 0.0 -0.93
C -1.3427 5.2961 -1.9077 0.0 0.0 0.0 -0.83
C -0.3637 5.1779 -2.8834 0.0 0.0 0.0 -0.73
C 0.4544 4.0540 -2.9242 0.0 0.0 0.0 -0.96
C 0.2833 3.0296 -2.0054 0.0 0.0 0.0 0.19
H -2.2401 -1.1101 -0.2017 0.1 -0.1 0.0 0.55
H -4.5122 -1.9888 -0.5856 0.0 0.0 0.0 0.52
H -6.4483 -0.4589 -0.5976 0.0 0.0 0.0 0.51
H -6.1210 1.9608 -0.2227 0.0 0.0 0.0 0.50
H -3.8783 2.8611 0.1928 0.0 0.0 0.0 0.38
H -2.2480 4.4144 -0.1826 0.0 0.0 0.0 0.42
H -1.9622 6.1817 -1.8606 0.0 0.0 0.0 0.48
H -0.2219 5.9738 -3.6025 0.0 0.0 0.0 0.48
H 1.2375 3.9844 -3.6688 0.0 0.0 0.0 0.53
H 0.9356 2.1651 -2.0370 0.0 0.0 0.0 0.52
O 0.7735 -0.4526 1.9006 0.0 0.1 0.3 0.77
S 0.7483 -0.4493 3.5304 -0.1 -0.1 -0.1 -0.16
C -0.9152 0.0433 3.8766 0.0 0.0 0.0 0.88
C -1.1656 0.8409 4.9878 0.0 0.0 0.0 -0.60
C -2.4857 1.0911 5.3382 0.0 0.0 0.0 -0.83
C -3.5247 0.5506 4.5954 0.0 0.0 0.0 -0.85
C -3.2570 -0.2599 3.4958 0.0 0.0 0.0 -0.48
C -1.9475 -0.5337 3.1414 0.0 0.0 0.0 -0.13
C 1.7249 0.8542 4.0845 0.1 0.1 0.0 0.83
C 1.3886 2.2004 3.8956 0.1 0.0 0.0 -0.11
C 2.2322 3.1608 4.4069 0.0 0.0 0.0 -1.07
C 3.3829 2.7828 5.1047 0.0 0.0 0.0 -0.53
C 3.7037 1.4457 5.2939 0.0 0.0 0.0 -0.89
C 2.8767 0.4633 4.7749 0.0 0.0 0.0 -0.39
H -0.3608 1.2572 5.5785 -0.1 0.0 0.0 0.53
H -2.6971 1.7096 6.2002 0.0 0.0 0.0 0.49
H -4.5490 0.7513 4.8805 0.0 0.0 0.0 0.46
H -4.0709 -0.6849 2.9238 0.0 0.0 0.0 0.53
H -1.7357 -1.1843 2.3026 0.0 0.0 -0.1 0.26
H 0.4805 2.4797 3.3762 0.0 0.0 0.0 0.68
H 1.9998 4.2096 4.2811 0.0 0.0 0.0 0.51
H 4.0296 3.5486 5.5141 0.0 0.0 0.0 0.48
H 4.5878 1.1698 5.8522 0.0 0.0 0.0 0.49
H 3.1015 -0.5857 4.9288 0.0 0.0 0.0 0.56
```
Positions in Å, forces in eV/Å.

Output
* frontier orbital gap: 7.083 eV
* spin multiplicity: 1
* ΔE to the lowest compared entry with this formula, charge and spin: 10.5 kcal/mol
* charge: +4